1.
A 13-piece molecular cluster, C25H76N6O13 overall at a distorted geometry, computed with the ωB97M-V functional and the def2-TZVPD basis.

Gap between HOMO and LUMO in eV: 8.42
LUMO energy in eV: -0.1576
Largest force on an atom in eV Å⁻¹: 11.7
E_HOMO in eV: -8.58
Net charge: 0

```
120
Properties=species:S:1:pos:R:3:forces:R:3
O 21.31300 3.29300 -7.23600 -2.31 -4.63 -10.06
O 19.95700 4.90700 -9.24500 0.36 -0.11 -0.39
O 21.34000 0.82000 -11.32800 -1.02 3.31 0.30
O 21.13200 0.41100 -7.62900 -0.81 -0.08 0.12
O 20.88300 -3.69300 -11.53800 -0.57 -0.96 1.07
O 25.42000 -1.00600 -14.07600 -3.41 3.47 4.81
O 20.22600 2.08300 -14.86100 5.96 -0.72 7.32
O 19.17900 -1.97900 -14.23200 0.03 0.06 -0.75
O 22.78100 1.22600 -14.76800 -6.44 -9.47 2.22
O 16.99000 4.35800 -12.52000 -7.77 -6.60 -5.73
O 23.91100 1.83500 -10.58000 -2.79 -7.61 -4.47
O 18.62400 3.07500 -7.51900 -5.33 0.63 -3.96
O 16.93300 -2.15500 -9.33800 -5.94 -7.53 0.96
N 20.33300 2.68900 -12.20700 0.08 1.00 -3.43
N 17.55400 2.69500 -9.60600 3.18 -1.10 -2.25
N 16.31500 3.43700 -7.94100 -3.56 1.55 2.29
N 25.49400 0.46400 -12.27100 1.36 2.07 1.23
N 23.50000 -0.46100 -12.75200 -1.00 -1.75 -1.76
N 20.40300 2.39100 -10.03000 -0.49 -0.01 4.93
C 19.84600 0.90500 -16.87200 -0.27 0.99 -0.44
C 24.79100 -0.29400 -13.04100 3.17 -5.64 -5.80
C 20.64700 6.10100 -9.46500 -0.66 0.95 -0.38
C 21.74500 -3.09500 -10.58300 0.21 0.07 -1.56
C 23.40100 2.23000 -15.06200 6.77 9.60 0.15
C 18.91100 -1.30400 -9.94100 0.11 1.20 -0.18
C 17.20600 6.14300 -11.25100 3.41 1.63 2.71
C 17.89900 4.96900 -11.97600 5.96 6.07 4.59
C 24.32700 2.90400 -10.11700 4.49 8.71 2.75
C 25.72200 3.26200 -10.71200 0.66 1.05 1.47
C 23.17500 3.34000 -13.94600 -1.08 -0.12 -1.32
C 19.74500 -0.83000 -13.63900 -0.46 0.07 1.19
C 19.51000 2.02300 -15.88500 -5.56 0.73 -5.76
C 18.08100 1.96400 -15.31900 0.02 0.58 -0.63
C 19.07900 5.39600 -12.81900 0.45 -0.42 -0.03
C 21.71200 3.57000 -6.10700 2.39 2.02 8.82
C 17.52700 -1.06700 -9.29600 6.18 7.80 -1.44
C 22.72400 2.57300 -5.48000 0.35 -0.02 1.36
C 23.25700 2.74400 -16.45700 0.25 0.28 -1.00
C 20.73700 1.99200 -11.18200 2.32 -5.88 -3.90
C 17.80600 -0.41600 -7.94500 -0.48 -0.28 0.69
C 22.42200 0.48200 -8.21200 -0.05 -0.10 0.68
C 23.32300 4.05800 -10.24900 2.46 1.92 -1.79
C 22.38200 4.86100 -6.27100 1.75 1.49 0.90
C 17.49500 3.12600 -8.37300 5.60 -1.49 3.79
H 21.19000 6.04800 -10.38100 0.70 -0.12 -0.44
H 19.37700 4.73800 -13.61000 -0.35 -0.87 -0.53
H 23.29700 3.07400 -4.63400 -0.94 -0.60 -0.87
H 23.18900 0.83700 -13.95800 -1.02 -0.45 -0.62
H 23.61200 1.92900 -17.09500 -0.27 0.06 -0.23
H 23.16300 3.00500 -12.92700 0.67 -0.84 0.46
H 16.03000 -1.95400 -9.03800 0.05 -1.01 -0.05
H 15.49900 3.49300 -8.57000 0.94 -0.22 0.67
H 20.10200 3.32400 -9.79000 0.37 0.26 0.09
H 18.02700 6.88500 -10.85100 -1.68 -0.75 -1.14
H 22.99300 0.09800 -12.11400 -0.80 0.52 1.08
H 21.13400 1.78500 -15.00800 0.46 -0.34 0.16
H 17.36000 2.16200 -16.08200 -0.64 0.10 -0.66
H 21.54600 -3.49100 -9.62500 -0.36 -0.49 1.03
H 20.31400 -1.10500 -12.78300 0.34 -0.31 1.19
H 20.94800 1.18200 -7.03700 0.62 -0.69 -0.94
H 23.84700 4.15200 -14.05600 0.73 0.89 -0.04
H 22.25500 1.66200 -5.07900 -0.07 0.31 0.01
H 26.48000 2.74700 -10.10500 -0.05 -0.10 -0.39
H 16.13300 3.58000 -6.93000 0.50 -0.06 -1.32
H 21.71900 5.61400 -6.66800 -0.08 0.20 -0.32
H 17.96300 2.76400 -14.56600 0.05 -0.61 -0.06
H 18.33600 -1.12800 -7.28600 -0.58 0.07 -0.11
H 20.81200 3.71900 -5.50600 0.20 -0.31 1.38
H 19.94600 6.91300 -9.56200 -0.50 0.45 -0.40
H 20.45200 -0.23700 -14.17400 0.18 -0.18 -1.49
H 19.63900 -1.72000 -9.22700 -0.46 -0.28 -0.34
H 19.71200 3.00300 -16.35300 -0.97 0.00 -1.27
H 16.85600 -0.05600 -7.50000 0.49 -0.19 0.16
H 18.37800 -2.18600 -13.73700 0.23 -0.04 -0.09
H 23.51700 2.19200 -6.13600 -0.34 0.47 -0.44
H 26.44900 0.56800 -12.58800 -0.22 0.23 0.30
H 20.42200 3.55800 -7.40700 -1.34 0.02 -0.43
H 18.52100 2.36600 -9.87900 -1.50 0.33 0.31
H 16.89500 2.70800 -10.37000 -0.47 0.21 0.57
H 24.52600 2.66900 -9.08000 0.15 1.24 1.31
H 22.21500 2.99100 -16.74000 0.51 0.15 0.11
H 18.35400 4.35700 -11.23800 0.10 -0.68 1.16
H 23.18800 4.58300 -6.92800 0.41 0.59 -0.87
H 19.35000 1.01600 -17.85200 0.46 0.42 0.32
H 16.77800 5.83800 -10.29900 -0.28 -0.59 0.05
H 21.55600 -2.03000 -10.59300 0.37 0.47 0.29
H 19.80800 3.52800 -12.04600 0.15 -0.14 0.02
H 16.51900 4.91600 -13.14400 -0.25 -0.19 -0.23
H 25.86600 3.01300 -11.73400 -0.22 -0.48 -1.00
H 18.84200 -1.84200 -10.88900 0.01 -0.42 0.36
H 23.00200 1.85800 -10.36100 -2.06 -1.58 -0.26
H 19.55600 -0.06600 -16.56600 -0.23 -1.03 0.87
H 22.88000 5.24600 -5.40300 0.05 0.39 0.78
H 24.45200 1.97300 -14.95900 1.10 0.51 -0.28
H 22.15500 3.72000 -14.01800 -0.14 0.34 -0.46
H 20.92200 0.94400 -16.93800 0.46 -0.31 -0.64
H 17.87300 0.96700 -14.93500 0.10 0.09 0.31
H 22.54200 -0.11700 -9.12400 -0.57 0.12 0.35
H 21.22500 6.40600 -8.63300 1.19 -0.14 0.79
H 22.99900 -1.19400 -13.29000 0.67 1.00 0.65
H 20.68200 1.73600 -9.29800 -0.34 0.45 0.28
H 16.97900 -0.31800 -9.93700 0.45 0.17 0.25
H 19.16900 5.15700 -8.79900 -1.17 -0.27 0.83
H 23.74500 5.00400 -9.92700 0.54 0.06 0.60
H 22.76000 -3.35500 -10.87700 0.40 0.37 0.31
H 23.18000 0.21000 -7.49900 0.46 -0.58 0.40
H 23.97400 3.58600 -16.64700 -0.96 -0.52 0.28
H 18.98300 -0.13500 -13.30700 -0.22 0.22 0.15
H 19.32200 -0.33400 -10.21400 0.22 0.19 0.01
H 16.39600 6.61900 -11.77000 0.00 0.42 -0.78
H 22.97600 4.41200 -11.23900 0.36 -1.13 -0.18
H 25.00800 1.10400 -11.62100 0.73 -0.75 -0.48
H 26.03100 4.33400 -10.66400 -0.70 -0.62 0.28
H 20.96600 -3.19200 -12.32600 -0.04 0.55 -1.25
H 18.92700 6.31100 -13.28100 -0.35 2.05 -0.86
H 22.62200 1.50600 -8.39200 0.37 1.19 -0.66
H 20.53800 2.46900 -13.23600 -0.65 0.08 2.21
H 19.96900 5.46100 -12.22800 0.52 0.46 0.61
H 18.51000 0.40700 -8.01700 -0.16 0.31 -0.25
H 22.49500 3.96200 -9.68200 -2.83 -0.85 2.09
```
Positions in Å, forces in eV/Å.

Mulliken atomic charge list, values in e, 99 entries:
1 O 0.231
2 O -0.347
3 O 0.342
4 O -0.622
5 O -0.548
6 O -0.810
7 O 0.115
8 O -0.644
9 O -0.462
10 O -0.465
11 O -0.248
12 O -0.657
13 O -0.474
14 N 1.941
15 N 0.286
16 N -0.278
17 N -0.169
18 N -0.020
19 N 1.787
20 C -1.440
21 C 0.272
22 C -1.047
23 C -0.126
24 C 0.657
25 C -0.821
26 C -1.239
27 C 2.649
28 C 1.315
29 C -2.005
30 C -0.559
31 C 0.320
32 C 0.513
33 C -1.026
34 C -1.850
35 C 0.714
36 C 0.282
37 C -1.360
38 C -1.467
39 C 0.761
40 C -0.880
41 C -0.275
42 C -0.672
43 C -1.463
44 C 0.083
45 H 0.295
46 H 0.083
47 H 0.406
48 H -0.265
49 H 0.413
50 H -0.168
51 H 0.414
52 H 0.183
53 H -0.740
54 H 0.168
55 H 0.105
56 H -0.662
57 H 0.507
58 H 0.389
59 H -0.488
60 H 0.238
61 H 0.676
62 H 0.371
63 H 0.487
64 H 0.349
65 H 0.180
66 H 0.014
67 H 0.349
68 H 0.353
69 H 0.417
70 H 0.067
71 H 0.288
72 H 0.376
73 H 0.373
74 H 0.372
75 H 0.173
76 H 0.262
77 H -0.245
78 H -0.135
79 H 0.268
80 H 0.234
81 H 0.154
82 H -1.391
83 H 0.229
84 H 0.401
85 H 0.230
86 H -0.377
87 H -0.842
88 H 0.440
89 H 0.388
90 H 0.463
91 H -0.865
92 H 0.278
93 H 0.527
94 H 0.508
95 H 0.027
96 H 0.319
97 H 0.214
98 H -0.023
99 H 0.177

***

2.
A 2-piece molecular cluster, C11H16OSi overall at a distorted geometry, computed with the ωB97M-V functional and the def2-TZVPD basis.

Gap between HOMO and LUMO in eV: 8.37
LUMO energy in eV: 0.5370
Largest force on an atom in eV Å⁻¹: 4.8
E_HOMO in eV: -7.84
Net charge: 0

```
29
Properties=species:S:1:pos:R:3:forces:R:3
Si 0.35867 1.38118 0.28340 -0.69 0.92 0.37
O -2.38077 -0.97354 -1.27231 1.15 0.99 -2.26
C -0.29308 1.85615 1.84635 -2.71 0.81 -3.93
C 3.59135 -0.73814 -1.13408 1.54 -0.26 -0.78
C -3.56316 -0.93707 -0.56293 1.18 -1.14 2.22
C 3.57855 -1.10666 1.24123 -1.36 0.06 -0.64
C -0.44135 1.74057 -1.48194 1.91 -1.80 2.41
C 2.41625 -0.33318 1.29065 1.61 0.47 -0.31
C -3.85787 0.29144 0.20083 -1.14 2.97 2.29
C 1.96564 0.39092 0.21236 -0.98 -0.53 -1.55
C -2.33858 -1.79572 -0.16720 -1.72 -1.37 0.07
C 4.08811 -1.36058 0.01710 0.34 -0.05 -1.21
C 2.54545 0.14304 -1.06580 0.06 0.75 1.69
H -1.33881 2.33812 2.00029 2.21 -0.89 -0.15
H -4.35564 -1.57032 -0.90169 -0.59 0.04 -0.63
H 4.22848 -0.86691 -2.02747 -0.88 0.05 0.20
H -4.39904 0.11008 1.18873 1.06 -0.46 -0.93
H -0.34223 0.73916 -1.92070 -0.21 0.59 -0.58
H -1.43258 1.95977 -1.24606 -1.81 0.26 0.09
H 2.26292 0.83368 -1.83214 -0.08 -0.23 -0.87
H -1.61979 -1.61942 0.63295 -0.30 0.50 -0.12
H -2.47098 -2.87057 -0.45176 0.32 0.81 0.48
H -4.64210 1.07192 -0.15464 1.55 -1.35 -0.57
H 4.08446 -1.61698 2.01148 -0.10 -0.15 1.46
H -2.89501 0.86607 0.47310 -1.45 -0.98 -0.50
H 0.00795 2.56295 -1.97979 0.59 0.41 -0.66
H 2.00692 -0.07454 2.19511 -1.08 0.13 2.28
H 0.31538 1.61813 2.62521 1.26 -0.51 2.57
H 4.92085 -2.03954 -0.02025 0.33 -0.05 -0.43
```
Positions in Å, forces in eV/Å.

Charges computed using natural (NBO), reported in e:
1 Si 1.456
2 O -0.496
3 C -1.171
4 C -0.203
5 C 0.058
6 C -0.211
7 C -1.053
8 C -0.177
9 C -0.667
10 C -0.483
11 C -0.112
12 C -0.195
13 C -0.203
14 H 0.244
15 H 0.183
16 H 0.215
17 H 0.224
18 H 0.251
19 H 0.239
20 H 0.214
21 H 0.193
22 H 0.166
23 H 0.222
24 H 0.217
25 H 0.233
26 H 0.239
27 H 0.205
28 H 0.205
29 H 0.208

***

3.
An isolated ion of composition C2H8N4 and charge +2 at a distorted geometry, computed with the ωB97M-V functional and the def2-TZVPD basis.

Gap between HOMO and LUMO (spin up / spin down) in eV: 8.62 / 8.62
LUMO energy (spin up / spin down) in eV: -9.4599 / -9.4601
Largest force on an atom in eV Å⁻¹: 5.6
E_HOMO (spin up / spin down) in eV: -18.08 / -18.08
Net charge: +2

```
14
Properties=species:S:1:pos:R:3:forces:R:3
N 0.94110 -0.97189 -0.07155 -3.65 -4.19 0.38
N 2.09493 -0.39199 -0.12777 2.26 2.19 -0.29
N 2.29196 0.94121 0.07881 -1.65 -1.58 2.22
N -2.50325 0.19777 -0.33078 3.35 3.17 -1.03
C -0.26433 -0.65470 0.27602 1.50 1.03 -0.94
C -1.40844 -0.13986 0.62804 -0.71 -0.04 2.97
H -2.10046 0.20344 -1.30200 -0.88 -0.65 0.61
H 1.12063 -2.04747 -0.24369 -0.83 2.15 0.54
H 2.58887 1.52162 -0.64983 0.50 0.76 -1.14
H -3.36180 -0.28596 -0.23647 -1.30 -1.03 0.15
H -1.71748 0.12349 1.75923 0.81 -0.94 -2.62
H 2.74582 -0.95892 -0.65273 0.57 0.22 0.07
H -2.65521 1.23683 -0.19296 -0.47 -1.06 0.06
H 2.22767 1.22643 1.06568 0.49 -0.03 -0.97
```
Positions in Å, forces in eV/Å.

Charges computed using natural (NBO), reported in e:
1 N -0.199
2 N -0.149
3 N -0.658
4 N -0.689
5 C 0.244
6 C -0.066
7 H 0.470
8 H 0.490
9 H 0.429
10 H 0.479
11 H 0.318
12 H 0.426
13 H 0.478
14 H 0.426

***

4.
A 2-piece molecular cluster, C11H11N overall at a distorted geometry, computed with the ωB97M-V functional and the def2-TZVPD basis.

Gap between HOMO and LUMO in eV: 9.43
LUMO energy in eV: 0.9519
Largest force on an atom in eV Å⁻¹: 1.0
E_HOMO in eV: -8.48
Net charge: 0

```
23
Properties=species:S:1:pos:R:3:forces:R:3
N 1.17278 -0.75412 1.15680 0.73 -0.01 0.26
C 3.01744 0.73335 0.70483 0.41 -0.46 -0.14
C -0.81015 1.89166 2.26189 -0.48 0.64 0.08
C 1.83322 0.90982 2.77382 0.75 -0.46 0.49
C 1.02613 -0.14163 2.34167 0.59 -0.58 -0.10
C -0.49308 1.38557 1.00077 -0.50 0.53 -0.49
C 0.51164 1.98545 0.24068 -0.64 0.48 -0.37
C -0.12249 2.99763 2.76292 -0.41 0.17 -0.01
C 1.19931 3.09142 0.74171 -0.45 0.48 -0.10
C 0.88224 3.59751 2.00282 -0.13 0.36 -0.12
C 2.85222 1.35861 1.93786 0.23 -0.48 0.37
C 2.15899 -0.31044 0.36239 0.14 -0.29 0.27
H -1.03419 0.51529 0.60652 0.32 0.46 0.21
H 1.42335 4.46778 2.39707 -0.24 -0.40 -0.18
H 2.26470 -0.82274 -0.60300 -0.04 0.22 0.39
H 0.21461 -0.51725 2.97881 0.38 0.16 -0.26
H -1.60076 1.41962 2.85999 0.37 0.22 -0.28
H 1.65987 1.36800 3.75648 0.15 -0.31 -0.57
H -0.37199 3.39586 3.75527 0.12 -0.19 -0.46
H 3.80536 1.04830 0.00799 -0.40 -0.14 0.32
H 0.76114 1.58721 -0.75167 -0.20 0.27 0.53
H 1.98991 3.56346 0.14360 -0.35 -0.24 0.29
H 3.50853 2.18425 2.24309 -0.34 -0.40 -0.14
```
Positions in Å, forces in eV/Å.

Charges computed using natural (NBO), reported in e:
1 N -0.452
2 C -0.287
3 C -0.231
4 C -0.251
5 C 0.044
6 C -0.204
7 C -0.200
8 C -0.250
9 C -0.232
10 C -0.186
11 C -0.151
12 C 0.020
13 H 0.234
14 H 0.207
15 H 0.195
16 H 0.200
17 H 0.218
18 H 0.229
19 H 0.216
20 H 0.221
21 H 0.222
22 H 0.217
23 H 0.222